The following is a quantum chemistry calculation of C25H29Cl3GeHfN3OSi as an isolated structure, from the OMol25 dataset.

Last column: Mulliken spin population.
Element x y z (Å)
Hf 0.73 -0.14 0.07  -0.001
C 5.41 -2.99 2.39  0.203
C 5.28 -1.88 3.23  -0.018
C 4.18 -1.08 3.13  0.092
C 3.18 -1.37 2.14  0.179
C 3.35 -2.49 1.28  0.069
C 4.44 -3.30 1.42  -0.007
N 2.06 -0.61 1.99  0.145
N 1.82 0.13 3.06  -0.142
C 0.76 0.93 3.01  0.130
C 0.55 1.68 4.22  0.013
C -0.46 2.59 4.26  0.038
C -1.25 2.76 3.10  0.133
C -1.05 2.03 1.91  0.022
C -0.07 1.08 1.82  0.103
H 6.28 -3.63 2.48  0.004
H 6.05 -1.66 3.95  0.003
H 4.06 -0.21 3.76  -0.003
H 2.59 -2.72 0.54  0.011
H 4.56 -4.18 0.79  0.001
H 1.21 1.52 5.06  -0.001
H -0.65 3.18 5.14  0.003
H -2.05 3.50 3.13  0.000
H -1.68 2.24 1.05  0.006
O -0.34 -1.76 1.67  -0.003
C -1.70 -1.62 2.20  -0.001
C -2.73 -1.91 1.14  0.002
C -2.50 -1.09 -0.14  -0.004
C -1.72 -1.86 -1.17  0.000
C -2.42 -2.58 -2.13  0.000
C -1.75 -3.41 -3.01  0.000
C -0.37 -3.52 -2.89  0.000
C 0.27 -2.76 -1.95  0.000
N -0.37 -1.92 -1.11  0.001
H -0.11 -2.69 1.66  0.000
H -1.77 -0.59 2.53  0.008
H -1.80 -2.27 3.07  0.000
H -3.71 -1.67 1.57  0.000
H -2.76 -2.98 0.91  0.000
H -2.02 -0.13 0.08  0.003
H -3.46 -0.81 -0.58  0.000
H -3.50 -2.48 -2.17  0.000
H -2.29 -3.97 -3.76  0.000
H 0.20 -4.18 -3.54  0.000
H 1.34 -2.80 -1.87  0.000
C -3.70 2.88 -2.86  0.000
Si -1.89 3.07 -3.17  0.000
C -1.42 2.53 -4.87  0.000
C -1.30 4.77 -2.78  0.000
C -1.02 1.91 -1.99  0.001
C -0.41 1.13 -1.26  -0.002
H -4.28 3.51 -3.54  0.000
H -3.96 3.18 -1.84  0.000
H -4.02 1.84 -3.01  0.000
H -1.86 3.18 -5.62  0.000
H -1.76 1.50 -5.06  0.000
H -0.33 2.56 -4.99  0.000
H -1.74 5.50 -3.47  0.000
H -0.21 4.83 -2.86  0.000
H -1.59 5.06 -1.77  0.000
Cl 4.31 2.05 -2.55  0.002
Ge 4.38 1.00 -0.68  0.005
Cl 2.67 -0.81 -1.38  0.001
Cl 2.33 1.94 0.25  0.004

Properties
2S+1 ... 2
Charge ... +2
Frontier orbital gap (spin up / spin down) ... 6.50 / 4.75 eV
Relative energy (zero: lowest compared OMol25 entry of this formula, charge and spin) ... 0.0 kJ/mol

---

The following is a quantum chemistry calculation of C25H29CoN5O2S as an isolated structure, from the OMol25 dataset.

Last column: Mulliken spin population.
Element x y z (Å)
Co -0.62 0.22 0.58  1.006
C -3.08 1.96 0.04  0.005
N -2.02 1.26 -0.72  0.005
C -1.45 2.27 -1.63  -0.004
C -0.07 1.96 -2.18  0.006
C 1.01 1.94 -1.10  0.007
N 1.00 0.67 -0.39  0.000
C 2.09 -0.01 -0.39  0.009
C 2.30 -1.31 0.19  -0.002
C 3.56 -1.91 0.02  -0.004
C 3.81 -3.20 0.41  0.006
C 2.77 -3.92 1.03  -0.003
C 1.55 -3.35 1.25  0.005
C 1.26 -2.02 0.85  -0.007
O 0.10 -1.50 1.10  -0.040
C -2.62 0.13 -1.48  0.000
C -2.66 -1.20 -0.72  0.025
C -3.07 -1.20 0.75  -0.012
N -2.20 -0.31 1.52  -0.020
C -2.54 0.07 2.69  -0.005
C -1.86 1.05 3.49  0.001
C -2.30 1.22 4.82  -0.001
C -1.77 2.17 5.65  0.001
C -0.76 3.00 5.14  0.000
C -0.32 2.89 3.85  0.005
C -0.84 1.90 2.96  -0.002
O -0.40 1.84 1.76  0.034
H -3.67 2.58 -0.65  0.000
H -2.62 2.58 0.80  0.000
H -3.75 1.25 0.51  -0.001
H -1.37 3.20 -1.05  -0.001
H -2.16 2.46 -2.45  0.001
H 0.17 2.75 -2.90  0.000
H -0.06 1.02 -2.74  -0.001
H 0.82 2.73 -0.37  0.000
H 1.99 2.11 -1.56  0.000
H 2.96 0.42 -0.90  -0.001
H 4.35 -1.32 -0.45  0.000
H 4.79 -3.65 0.28  0.001
H 2.95 -4.94 1.35  0.000
H 0.76 -3.90 1.75  0.000
H -2.01 -0.04 -2.37  0.000
H -3.62 0.43 -1.83  -0.001
H -1.67 -1.65 -0.78  -0.008
H -3.33 -1.87 -1.27  -0.002
H -2.96 -2.22 1.12  0.001
H -4.12 -0.91 0.89  -0.002
H -3.45 -0.36 3.12  -0.002
H -3.09 0.56 5.18  0.000
H -2.12 2.27 6.67  0.000
H -0.33 3.76 5.79  0.000
H 0.45 3.54 3.47  0.000
S 0.04 -2.52 -2.73  -0.001
C 1.41 -1.81 -3.35  0.000
N 2.65 -2.30 -2.97  0.000
C 3.81 -1.83 -3.43  0.000
C 3.81 -0.80 -4.32  0.000
C 2.54 -0.29 -4.67  0.000
N 1.40 -0.75 -4.22  0.000
H 2.63 -3.02 -2.26  0.000
H 4.71 -2.30 -3.05  0.000
H 4.72 -0.39 -4.73  0.000
H 2.47 0.55 -5.35  0.000

Properties
2S+1 ... 2
Charge ... 0
Frontier orbital gap (spin up / spin down) ... 6.85 / 6.82 eV
Relative energy (zero: lowest compared OMol25 entry of this formula, charge and spin) ... 9.0 kJ/mol

---

The following is a quantum chemistry calculation of C25H29I2N5O2SV as an isolated structure, from the OMol25 dataset.

Last column: Mulliken spin population.
Element x y z (Å)
V 0.06 0.43 -0.36  1.148
C -0.55 -1.12 -3.76  0.001
C 0.38 -1.42 -2.77  -0.003
C 1.44 -0.55 -2.53  0.017
C 1.56 0.64 -3.26  -0.017
C 0.61 0.95 -4.22  0.005
C -0.44 0.07 -4.47  -0.007
H -1.33 -1.82 -4.00  0.000
H 0.34 -2.37 -2.25  0.004
H 2.24 -0.85 -1.87  0.004
H 2.40 1.30 -3.09  0.000
H 0.70 1.86 -4.79  0.000
H -1.16 0.30 -5.25  0.000
I -6.45 3.36 -3.00  -0.005
C -4.55 2.70 -2.50  -0.020
C -3.47 3.57 -2.58  0.010
C -2.20 3.14 -2.24  -0.014
I -0.58 4.42 -2.32  -0.002
C -2.04 1.82 -1.84  -0.006
O -0.80 1.38 -1.49  -0.116
C -3.11 0.93 -1.74  0.000
C -2.86 -0.50 -1.37  0.014
N -1.90 -0.69 -0.25  -0.032
C -2.51 -0.37 1.07  -0.001
C -2.13 1.00 1.52  0.007
C -2.95 1.75 2.35  -0.002
C -2.52 2.99 2.78  0.002
C -1.28 3.46 2.37  -0.002
C -0.52 2.67 1.54  0.007
N -0.93 1.46 1.13  -0.025
C -4.37 1.39 -2.07  0.008
H -3.63 4.59 -2.90  0.000
H -2.45 -1.04 -2.23  -0.004
H -3.81 -0.97 -1.10  0.000
H -1.67 -1.69 -0.24  0.003
H -2.13 -1.09 1.80  -0.001
H -3.59 -0.48 1.02  0.002
H -3.91 1.36 2.64  0.000
H -3.14 3.60 3.43  0.000
H -0.91 4.43 2.67  0.000
H 0.45 3.00 1.17  0.001
H -5.22 0.72 -2.01  0.000
C 4.63 -2.66 0.17  0.001
C 3.72 -1.48 0.47  -0.007
N 3.10 -1.63 1.79  -0.001
C 1.83 -1.77 2.08  -0.003
S 0.49 -1.65 0.95  -0.017
N 1.47 -2.11 3.31  -0.002
C 2.39 -2.47 4.40  0.000
C 2.89 -3.90 4.30  0.000
H 5.04 -2.57 -0.84  0.000
H 4.09 -3.61 0.23  0.000
H 5.48 -2.70 0.86  0.000
H 2.91 -1.41 -0.24  0.012
H 4.28 -0.55 0.45  -0.001
H 3.75 -1.78 2.55  0.000
H 0.49 -2.26 3.45  0.001
H 1.84 -2.31 5.33  0.000
H 3.21 -1.75 4.43  0.000
H 2.06 -4.61 4.32  0.000
H 3.55 -4.13 5.14  0.000
H 3.46 -4.07 3.38  0.000
O 3.80 2.25 0.27  0.023
C 2.77 1.72 0.15  0.035
N 1.72 1.15 0.03  -0.017

Properties
2S+1 ... 2
Charge ... +2
Frontier orbital gap (spin up / spin down) ... 5.66 / 6.51 eV
Relative energy (zero: lowest compared OMol25 entry of this formula, charge and spin) ... 22.4 kJ/mol